DFT (ωB97M-V/def2-TZVPD) results for the ion C9H19N3S with charge +2.

CARTESIAN COORDINATES (ANGSTROEM)
C  1.1820  -1.2393  1.0339
C  -0.9768  1.2567  0.5244
C  -0.5388  -1.0558  -0.6050
C  0.6312  -2.0040  -0.1353
C  1.7128  -2.2707  -1.1525
C  -0.1347  -3.1701  0.4299
C  1.9690  2.0153  -0.4479
C  -3.5420  2.5691  0.3839
C  0.9416  0.9586  -1.0282
N  0.8539  0.0067  1.1584
N  -0.7109  2.0204  1.5501
N  0.0078  0.3326  0.0777
S  -2.3702  1.4830  -0.4204
H  1.8631  -1.5666  1.7878
H  -0.6716  -0.8800  -1.7155
H  -1.5162  -1.2175  -0.1690
H  2.6138  -2.9124  -0.7876
H  2.3540  -1.3141  -1.3364
H  1.4346  -2.8751  -2.0629
H  0.1028  -4.1514  -0.1652
H  -1.1958  -3.0681  0.3787
H  0.1270  -3.4558  1.3935
H  2.6175  1.4886  0.4491
H  2.6384  2.1705  -1.2615
H  1.4485  2.9312  -0.1292
H  -2.9580  3.2931  0.9293
H  -4.2336  1.8932  1.0005
H  -4.2074  2.8634  -0.3125
H  1.5095  0.2337  -1.4221
H  0.3133  1.3773  -1.8115
H  0.2224  1.8182  1.8514
H  -1.4874  2.4695  2.0142

Summary:
LUMO level in eV: -8.44
Molecular weight in g mol⁻¹: 201.339
HOMO level in eV: -18.15
ΔE to the lowest compared entry with this formula, charge and spin in kcal per mole: 40.8
Orbital gap in eV: 9.70
Energy in eV: -24926.4439
Total charge: +2


DFT (ωB97M-V/def2-TZVPD) results for a cluster of 2 separate species, C4H7NO2 in total.

CARTESIAN COORDINATES (ANGSTROEM)
C  -1.3268  -0.8578  -0.5231
C  -0.2855  0.0696  -0.1496
N  -0.4966  1.1387  0.5585
O  -1.8115  1.3788  0.9329
C  1.1403  -0.2306  -0.5236
C  2.2603  0.5999  -0.0824
O  1.9807  -0.6426  0.5441
H  -2.2814  -0.4269  -0.7646
H  -0.9930  -1.6498  -1.2185
H  -2.2644  -1.3454  1.2045
H  -2.4049  0.6782  1.6086
H  1.2601  -0.8123  -1.4369
H  3.1787  0.6259  -0.6710
H  2.0439  1.4742  0.5210

Summary:
LUMO level (alpha / beta) in eV: -1.14 / -1.19
Molecular weight in g mol⁻¹: 101.105
HOMO level (alpha / beta) in eV: -9.40 / -9.52
ΔE to the lowest compared entry with this formula, charge and spin in kcal per mole: 188.4
Orbital gap (alpha / beta) in eV: 8.26 / 8.33
Energy in eV: -9839.1107


DFT (ωB97M-V/def2-TZVPD) results for an isolated molecule of C5H10O.

CARTESIAN COORDINATES (ANGSTROEM)
C  1.6649  0.4035  -0.8857
C  0.7747  0.8412  0.2763
C  0.1412  -0.3579  0.9586
O  -0.8573  0.1108  1.8996
C  -0.9676  -1.1877  0.3898
C  -1.7361  -0.5607  -0.7166
H  2.4474  -0.2866  -0.5483
H  2.1570  1.2621  -1.3529
H  1.0829  -0.1090  -1.6607
H  1.3657  1.3899  1.0203
H  -0.0020  1.5307  -0.0701
H  0.9189  -0.9454  1.4655
H  -1.1797  -0.6760  2.3713
H  -1.5585  0.4948  -0.9654
H  -2.8102  -0.7367  -0.5959
H  -1.4411  -1.1730  -1.5861

Summary:
LUMO level in eV: 0.70
Molecular weight in g mol⁻¹: 86.134
HOMO level in eV: -8.20
ΔE to the lowest compared entry with this formula, charge and spin in kcal per mole: 90.7
Orbital gap in eV: 8.90
Energy in eV: -7390.8308


DFT (ωB97M-V/def2-TZVPD) results for an isolated molecule of C17H19N3O2.

CARTESIAN COORDINATES (ANGSTROEM)
C  -3.2519  1.9456  1.3895
C  -2.0017  1.2144  0.9203
C  -0.7503  2.0755  1.1242
N  0.4430  1.3853  0.7111
C  1.0347  1.3749  -0.5226
N  2.0674  0.5793  -0.5890
C  2.1843  0.0074  0.6505
C  3.0953  -0.9249  1.1319
C  2.9543  -1.3391  2.4394
C  1.9381  -0.8447  3.2590
C  1.0233  0.0816  2.7997
C  1.1559  0.5008  1.4858
H  0.2381  0.4556  3.4401
H  1.8658  -1.1984  4.2770
H  3.6444  -2.0641  2.8455
H  3.8800  -1.3035  0.4964
C  0.5070  2.1400  -1.6883
H  -0.5646  2.2937  -1.5624
H  0.9960  3.1143  -1.7622
C  0.7400  1.3473  -2.9885
N  0.4856  -0.0647  -2.7988
C  -0.7070  -0.4877  -2.3127
O  -1.7176  0.1963  -2.2973
C  -0.6917  -1.8653  -1.7970
C  -1.7077  -2.6064  -1.2492
C  -1.1309  -3.8306  -0.8506
C  0.1893  -3.7450  -1.1789
O  0.4659  -2.5667  -1.7484
H  1.0022  -4.4340  -1.0587
H  -1.6263  -4.6572  -0.3844
H  -2.7286  -2.2994  -1.1546
H  1.2936  -0.6181  -2.5517
H  1.7721  1.4523  -3.3191
H  0.0649  1.7246  -3.7608
H  -0.8373  3.0084  0.5613
H  -0.6431  2.3292  2.1838
H  -1.8830  0.2836  1.4800
H  -2.1006  0.9558  -0.1358
H  -3.1805  2.1952  2.4467
H  -4.1291  1.3221  1.2413
H  -3.3891  2.8667  0.8275

Summary:
SMILES string: CCCn1c(CCNC(=O)c2ccco2)nc2ccccc21
LUMO level in eV: 0.88
Molecular weight in g mol⁻¹: 297.358
HOMO level in eV: -8.35
ΔE to the lowest compared entry with this formula, charge and spin in kcal per mole: 25.7
Orbital gap in eV: 9.23
Energy in eV: -26503.5724


DFT (ωB97M-V/def2-TZVPD) results for a structure of composition C59H69FN4OOsSi.

CARTESIAN COORDINATES (ANGSTROEM)
Os  -0.5463  -0.3466  0.4093
C  -2.2498  1.4497  -5.2540
C  -3.3714  1.0653  -4.2835
C  -2.8928  1.1320  -2.8720
C  -2.9538  2.2102  -2.0376
C  -3.5904  3.5279  -2.3093
C  -5.0080  3.5785  -1.7388
C  -2.2990  1.8354  -0.8107
N  -1.8268  0.5521  -0.9180
C  -2.1696  0.1014  -2.1654
C  -1.8276  -1.1289  -2.6839
C  -0.9968  -2.0849  -2.0719
C  -0.5850  -3.3066  -2.6663
C  -0.9270  -3.7756  -4.0393
C  0.0224  -3.1467  -5.0646
C  0.2806  -3.9143  -1.7656
C  0.3606  -3.0528  -0.6417
C  1.1412  -3.3111  0.5003
C  1.2688  -2.5180  1.6213
N  0.6832  -1.2952  1.7825
C  0.9718  -0.8668  3.0441
C  0.4996  0.3033  3.6094
C  -0.3303  1.2593  2.9983
N  -0.7778  1.2032  1.7032
C  -1.5355  2.3195  1.5018
C  -2.1792  2.6470  0.2944
C  -1.5961  3.0954  2.6899
C  -0.8304  2.4279  3.6341
C  -0.6540  2.7710  5.0738
C  -1.6410  1.9617  5.9211
C  -2.4558  4.2981  2.8949
C  -3.9182  3.8825  3.0966
C  1.8078  -1.8429  3.7039
C  2.0030  -2.8636  2.8152
C  2.7714  -4.1277  3.0205
C  1.8612  -5.3013  3.3967
C  2.3657  -1.6939  5.0795
C  3.5508  -0.7246  5.0649
N  -0.4139  -1.9424  -0.8435
C  0.9891  -5.2162  -1.9393
C  0.2480  -6.3737  -1.2644
H  -2.5990  1.3857  -6.2839
H  -1.9168  2.4695  -5.0652
H  -1.3952  0.7876  -5.1291
H  -4.2042  1.7575  -4.4152
H  -3.7312  0.0624  -4.5204
H  -2.9894  4.3287  -1.8752
H  -3.6320  3.6977  -3.3863
H  -4.9938  3.4843  -0.6561
H  -5.4811  4.5202  -2.0021
H  -5.6064  2.7623  -2.1355
H  -2.1782  -1.3593  -3.6783
H  -0.8366  -4.8621  -4.0871
H  -1.9604  -3.5190  -4.2831
H  1.0510  -3.4314  -4.8514
H  -0.2259  -3.4769  -6.0707
H  -0.0389  -2.0615  -5.0244
H  1.6774  -4.2472  0.4945
H  0.7866  0.5062  4.6289
H  -2.6156  3.6334  0.2467
H  0.3663  2.5502  5.3944
H  -0.8252  3.8383  5.2274
H  -1.5492  0.9011  5.6917
H  -1.4578  2.1124  6.9816
H  -2.6614  2.2695  5.7059
H  -2.1186  4.8505  3.7745
H  -2.3910  4.9665  2.0335
H  -3.9956  3.1693  3.9139
H  -4.5308  4.7498  3.3335
H  -4.3092  3.4115  2.1969
H  3.3196  -4.3771  2.1094
H  3.5026  -3.9794  3.8167
H  1.1450  -5.5066  2.6045
H  2.4606  -6.1927  3.5705
H  1.3050  -5.0790  4.3053
H  1.5928  -1.3193  5.7565
H  2.7000  -2.6621  5.4574
H  3.2480  0.2267  4.6351
H  3.9222  -0.5538  6.0735
H  4.3577  -1.1264  4.4540
H  1.0813  -5.4293  -3.0058
H  1.9976  -5.1514  -1.5260
H  -0.7662  -6.4535  -1.6481
H  0.7622  -7.3135  -1.4559
H  0.1940  -6.2181  -0.1889
F  -7.4896  -1.3753  0.1772
C  -6.1610  -1.3470  0.4470
C  -5.6252  -0.2446  1.0914
C  -4.2818  -0.2481  1.4143
C  -3.4608  -1.3329  1.0939
C  -2.0582  -1.3983  1.5587
C  -4.0307  -2.4070  0.4060
C  -5.3758  -2.4272  0.0869
H  -6.2616  0.5873  1.3521
H  -3.8602  0.5915  1.9466
H  -1.7460  -2.4480  1.5926
H  -1.9980  -1.0016  2.5783
H  -3.4134  -3.2552  0.1489
H  -5.8202  -3.2734  -0.4152
C  4.7952  0.0564  -2.5811
C  3.4694  -0.3571  -1.9582
C  2.5628  -0.9570  -3.0280
C  3.7308  -1.4110  -0.8890
Si  2.5140  1.1513  -1.1169
O  1.1784  0.5756  -0.5455
C  3.6156  1.8955  0.2519
C  3.1354  1.8880  1.5572
C  3.8794  2.4079  2.6013
C  5.1384  2.9315  2.3629
C  5.6210  2.9706  1.0666
C  4.8619  2.4679  0.0250
C  2.1832  2.4975  -2.4366
C  0.8742  2.8973  -2.6840
C  0.5881  3.8614  -3.6355
C  1.6069  4.4242  -4.3854
C  2.9144  4.0382  -4.1502
C  3.1972  3.1019  -3.1714
H  5.2972  -0.8248  -2.9822
H  5.4566  0.5007  -1.8416
H  4.6516  0.7542  -3.4013
H  3.0422  -1.8288  -3.4766
H  2.3518  -0.2412  -3.8194
H  1.6208  -1.2771  -2.5938
H  4.2142  -2.2806  -1.3380
H  2.7988  -1.7405  -0.4403
H  4.3782  -1.0312  -0.1020
H  2.1582  1.4700  1.7425
H  3.4816  2.4064  3.6066
H  5.7337  3.3149  3.1787
H  6.5912  3.3980  0.8624
H  5.2522  2.5267  -0.9798
H  0.0802  2.4398  -2.1150
H  -0.4335  4.1744  -3.8014
H  1.3887  5.1606  -5.1462
H  3.7174  4.4640  -4.7345
H  4.2282  2.8476  -2.9824

Summary:
LUMO level (alpha / beta) in eV: -2.02 / -2.03
Molecular weight in g mol⁻¹: 1087.542
HOMO level (alpha / beta) in eV: -7.18 / -7.19
Orbital gap (alpha / beta) in eV: 5.16 / 5.16
Energy in eV: -83378.2655


Which value of energy does entry 2 give? -9839.1107 eV